Record 1
{"formula": "C4H7NO", "method": "wB97M-V/def2-TZVPD", "species": ["C", "C", "C", "C", "O", "N", "H", "H", "H", "H", "H", "H", "H"], "positions_angstrom": [[0.83356, 0.25934, 1.35216], [0.43608, 0.41689, -0.11303], [0.14899, -0.84089, -0.98558], [-1.30197, -0.32492, -1.04871], [-2.34448, -0.66177, -1.54783], [-0.97348, 0.77567, -0.28895], [0.63143, 1.20892, 1.86302], [0.24611, -0.51477, 1.86062], [1.89816, 0.03811, 1.48600], [1.10745, 1.12031, -0.61315], [0.62839, -0.99592, -1.95799], [0.25968, -1.73405, -0.37926], [-1.56992, 1.25306, 0.37271]], "homo_energy_ev": -9.73, "gap_ev": 10.65, "fmax_ev_per_a": 0.498, "e_above_lowest_ev": 0.814}

=====

Record 2
{"formula": "C3H10N2O3", "method": "wB97M-V/def2-TZVPD", "species": ["N", "C", "C", "O", "N", "C", "O", "H", "H", "H", "H", "H", "H", "H", "H", "O", "H", "H"], "positions_angstrom": [[-1.81082, -1.65589, -1.28791], [-1.35608, -0.55196, -0.45735], [0.06501, -0.75768, 0.02087], [0.81354, -1.57050, -0.50829], [0.68102, -0.01749, 1.01513], [-0.09063, 0.84970, 1.91747], [-0.73435, 1.85038, 1.19427], [-1.46184, -2.51811, -0.89773], [-1.47022, -1.52687, -2.23108], [-2.04195, -0.42973, 0.37154], [-1.40768, 0.46133, -0.89019], [1.58119, -0.34038, 1.32612], [-0.90068, 0.33648, 2.40853], [0.64476, 1.38530, 2.57477], [-0.19287, 2.47776, 0.72155], [2.14465, 1.37990, -1.69667], [2.45002, 0.97779, -0.87548], [1.32918, 0.91790, -1.88577]], "homo_energy_ev": -9.76, "gap_ev": 10.25, "fmax_ev_per_a": 2.604, "e_above_lowest_ev": 1.117}

=====

Record 3
{"formula": "C17H19BIrN5O2", "method": "wB97M-V/def2-TZVPD", "species": ["Ir", "N", "C", "C", "C", "O", "O", "H", "H", "H", "H", "H", "H", "B", "N", "C", "C", "C", "N", "N", "C", "C", "C", "N", "H", "H", "H", "H", "H", "H", "H", "H", "C", "C", "C", "C", "C", "C", "C", "C", "H", "H", "H", "H", "H"], "positions_angstrom": [[1.24452, -0.04825, -0.39563], [0.82754, -0.74474, -2.37728], [1.95075, -1.30485, -3.19265], [2.99658, -2.01381, -2.33938], [3.85480, -0.97403, -1.64007], [5.02529, -0.82160, -1.82791], [3.17778, -0.17884, -0.79482], [0.07107, -1.41814, -2.31477], [0.41851, 0.03846, -2.88190], [2.41114, -0.46588, -3.71355], [1.52801, -1.96658, -3.94791], [3.62666, -2.63766, -2.96786], [2.51163, -2.65305, -1.59920], [0.85637, -0.87427, 3.03914], [1.48529, 0.47082, 2.56959], [1.89874, 1.42942, 3.39948], [2.49133, 2.44700, 2.66616], [2.40538, 2.02288, 1.35400], [1.79162, 0.82873, 1.31860], [0.54224, -1.84736, 1.82805], [0.08330, -3.07187, 2.07421], [-0.15261, -3.73868, 0.88307], [0.19934, -2.83318, -0.09113], [0.62881, -1.69337, 0.49099], [1.64107, -1.44504, 3.74588], [-0.17915, -0.64454, 3.60561], [1.76548, 1.31406, 4.46200], [2.94247, 3.34895, 3.03772], [2.75964, 2.48538, 0.44647], [-0.03704, -3.39341, 3.09509], [-0.51331, -4.74211, 0.74750], [0.17822, -2.96661, -1.15631], [-0.53434, 0.60939, -0.35883], [-1.65064, 1.13539, -0.45983], [-2.91872, 1.72089, -0.53541], [-3.99447, 1.01362, -1.11271], [-5.24145, 1.59381, -1.17253], [-5.43170, 2.87959, -0.66875], [-4.37845, 3.59012, -0.09651], [-3.12787, 3.01830, -0.02253], [-3.82567, 0.01447, -1.49058], [-6.07159, 1.05445, -1.60685], [-6.41330, 3.33189, -0.72072], [-4.54474, 4.58447, 0.29357], [-2.29853, 3.54579, 0.42849]], "total_charge": 1, "homo_energy_ev": [-11.91, -11.91], "gap_ev": [7.42, 5.48], "fmax_ev_per_a": 0.635, "e_above_lowest_ev": 0.441, "multiplicity": 2}

=====

Record 4
{"formula": "C9H26BFN5O4P", "method": "wB97M-V/def2-TZVPD", "species": ["C", "N", "C", "P", "O", "N", "C", "C", "N", "C", "C", "H", "H", "H", "H", "H", "H", "H", "H", "H", "H", "H", "H", "H", "H", "H", "H", "H", "H", "N", "B", "O", "O", "C", "O", "N", "C", "C", "F", "H", "H", "H", "H", "H", "H", "H", "H"], "positions_angstrom": [[-2.81894, 3.60337, -0.97653], [-1.99619, 2.71155, -0.18401], [-1.80037, 3.09478, 1.20750], [-0.92591, 1.52761, -0.80050], [-1.08018, 0.39865, 0.15772], [-1.51995, 0.81949, -2.23159], [-2.35911, 1.49881, -3.19839], [-1.84130, -0.60279, -2.18437], [0.10053, 2.58854, -1.68432], [1.18423, 1.87694, -2.40907], [0.75751, 3.63377, -0.86996], [-2.25364, 4.19105, -1.71171], [-3.32490, 4.31601, -0.32655], [-3.60440, 3.06215, -1.50435], [-0.92880, 3.74691, 1.36302], [-1.66161, 2.20805, 1.82729], [-2.67732, 3.61598, 1.58935], [-3.41778, 1.47167, -2.91286], [-2.27200, 1.00958, -4.17295], [-2.05406, 2.53290, -3.34574], [-2.80270, -0.79706, -1.69435], [-1.07300, -1.16267, -1.66092], [-1.88793, -0.99290, -3.20356], [1.86851, 1.36057, -1.72876], [1.75570, 2.59627, -2.99484], [0.76863, 1.14796, -3.09791], [1.29990, 3.22884, -0.01058], [0.02810, 4.35916, -0.51424], [1.46384, 4.18134, -1.49154], [0.48476, -4.65329, 3.83088], [1.17009, -5.11499, 2.62149], [0.47943, -5.70179, 1.61195], [2.56676, -4.99304, 2.55416], [3.09987, -4.38792, 1.45422], [3.20681, -4.93656, 0.39603], [3.57799, -3.10719, 1.68575], [2.73437, -2.16791, 2.41954], [1.61109, -1.52631, 1.59126], [1.34927, -2.24816, 0.43179], [0.00391, -3.77508, 3.66327], [1.17736, -4.46205, 4.54719], [-0.43839, -5.40582, 1.63548], [3.79904, -2.73344, 0.77017], [3.36141, -1.36822, 2.81541], [2.31818, -2.67506, 3.28602], [0.67930, -1.45545, 2.15455], [1.89188, -0.51423, 1.29557]], "homo_energy_ev": -8.65, "gap_ev": 9.04, "fmax_ev_per_a": 5.327}

=====

Record 5
{"formula": "C10H16Cl2N2", "method": "wB97M-V/def2-TZVPD", "species": ["C", "N", "Cl", "C", "C", "C", "Cl", "C", "C", "N", "C", "C", "C", "C", "H", "H", "H", "H", "H", "H", "H", "H", "H", "H", "H", "H", "H", "H", "H", "H"], "positions_angstrom": [[4.02373, 1.95380, 2.86221], [3.17770, 1.12872, 2.04721], [3.81891, -0.40126, 1.75937], [1.98379, 1.61166, 1.69994], [0.91200, 0.92502, 1.13140], [0.96883, 0.04931, 0.10175], [2.33507, -0.42648, -0.86598], [-0.36195, -0.21553, -0.39804], [-0.65357, -1.00943, -1.44385], [-2.03103, -1.25795, -1.83537], [-2.55547, -0.54849, -3.06796], [-2.17065, -2.70912, -1.94862], [-1.31720, 0.28413, 0.64015], [-0.54129, 1.15414, 1.61656], [4.49679, 2.84015, 2.31838], [5.01282, 1.45808, 3.10300], [3.27975, 2.13212, 3.73498], [1.64419, 2.61785, 1.96408], [-0.02701, -1.46707, -2.08935], [-2.44962, -1.05916, -0.95749], [-1.79178, -0.81066, -3.81681], [-3.63266, -0.86098, -3.35073], [-2.70110, 0.41936, -2.93612], [-1.55120, -3.13344, -2.78865], [-1.68951, -3.20811, -1.22726], [-3.17486, -2.87904, -1.96997], [-2.14850, 0.71424, 0.20969], [-1.47105, -0.47796, 1.31016], [-0.53148, 0.95042, 2.69316], [-0.85365, 2.22570, 1.50418]], "total_charge": 2, "homo_energy_ev": -16.31, "gap_ev": 7.83, "fmax_ev_per_a": 4.825, "e_above_lowest_ev": 0.848}

=====

Record 6
{"formula": "C9H13OS", "method": "wB97M-V/def2-TZVPD", "species": ["C", "C", "C", "C", "C", "C", "C", "C", "C", "O", "S", "H", "H", "H", "H", "H", "H", "H", "H", "H", "H", "H", "H", "H"], "positions_angstrom": [[-0.07143, -3.14258, -2.51638], [-1.14032, -2.28480, -2.21302], [1.24557, -2.98366, -1.94586], [-0.96788, -1.31465, -1.25998], [1.33042, -1.93968, -1.06367], [0.27697, -1.10003, -0.72844], [0.22102, 1.27972, 2.71202], [-1.47131, 2.33304, 0.45722], [0.53134, 0.14563, 0.06117], [-1.73243, -0.10895, 1.58697], [-0.72029, 0.80808, 1.19261], [-0.30027, -4.04217, -3.07420], [-2.13758, -2.37173, -2.58913], [1.91809, -3.69253, -2.25429], [-1.57426, -0.47109, -1.16797], [2.32071, -1.79641, -0.65605], [0.37446, 0.25309, 3.14122], [-0.21986, 1.97520, 3.46975], [1.21992, 1.69169, 2.46628], [-0.78028, 2.69765, -0.31780], [-1.78093, 3.22880, 1.13802], [-2.38348, 1.94679, 0.01319], [0.46186, 1.62076, -1.23059], [1.55696, 0.43341, 0.27771]], "total_charge": 1, "homo_energy_ev": [-12.47, -12.66], "gap_ev": [7.34, 7.22], "fmax_ev_per_a": 5.686, "e_above_lowest_ev": 3.463}